1.
23
Properties=species:S:1:pos:R:3 method="wB97M-V/def2-TZVPD" homo_lumo_gap_ev=9.35 largest_force_ev_per_a=2.85 e_lumo_ev=0.4729 relative_energy_ev=1.7049
C 0.13319 1.95698 3.15818
N -0.86220 1.24278 2.33089
C -0.31847 0.45692 1.20002
C -0.43607 -1.01150 1.52537
C 0.65348 -1.78203 0.84700
S 0.51203 -3.54432 0.43480
H 0.10474 3.08787 3.01047
H 1.14334 1.52602 3.03033
H -0.28381 1.92861 4.15974
H -1.36072 0.66319 2.99686
H 0.79549 0.64930 1.04347
H -0.75942 0.84137 0.26631
H -1.47998 -1.39596 1.43799
H -0.44383 -1.15032 2.62654
H 1.68229 -1.77267 1.28712
H 0.83922 -1.23018 -0.12870
H -0.37105 -3.53331 -0.61713
O -0.14262 3.07411 -2.54752
H -1.05208 2.77384 -2.66217
H -0.14410 3.38000 -1.63168
O -0.06377 1.91222 -5.89482
H -0.25408 2.15888 -4.98665
H 0.88743 1.98342 -6.03196



2.
79
Properties=species:S:1:pos:R:3 method="wB97M-V/def2-TZVPD" charge=+2 homo_lumo_gap_ev="2.24 / 1.96" largest_force_ev_per_a=3.59 e_lumo_ev="-9.8483 / -10.1248" relative_energy_ev=0.9273
Sn 1.99746 -0.72608 0.41720
C -2.51570 0.18358 6.35156
C -2.58151 0.11640 5.01435
C -3.13878 1.13181 4.06948
C -2.05460 2.00800 3.37416
C -1.00112 2.58963 4.26070
C -1.14618 2.95611 5.53546
C -2.34459 2.74159 6.41591
C -2.32422 1.42283 7.18311
C 2.46390 0.71205 2.06884
H -2.66967 -0.74628 6.88078
H -2.32418 -0.84003 4.50909
H -3.89248 1.80338 4.50436
H -3.61647 0.56312 3.25120
H -1.59934 1.38127 2.57072
H -2.62748 2.82498 2.86793
H -0.06458 2.81711 3.73670
H -0.30416 3.42646 6.02293
H -3.30007 2.87805 5.90880
H -2.26211 3.52289 7.18553
H -1.36902 1.38850 7.71607
H -3.13889 1.45552 7.91692
H 2.54568 0.14853 3.02362
H 1.65466 1.45323 2.12712
H 3.39708 1.26560 1.89851
P 0.14455 -2.30621 -1.83984
P 2.19886 0.33281 -2.40918
C -0.39041 -0.72622 -2.56120
C 0.44039 0.31539 -2.82312
C -0.52445 -3.42905 -3.17256
C -1.67297 -3.13475 -3.92371
C -1.99900 -3.89429 -5.04851
C -1.25520 -5.04289 -5.37995
C -0.19617 -5.42276 -4.53180
C 0.17861 -4.62561 -3.45256
C -1.23013 -2.38961 -0.59299
C -1.29490 -1.35914 0.36412
C -1.94901 -1.60099 1.56745
C -2.88920 -2.64829 1.64877
C -3.03205 -3.52992 0.57774
C -2.16550 -3.44891 -0.51367
C 2.76287 0.90242 -4.09625
C 2.48282 0.06608 -5.19990
C 2.88044 0.43420 -6.48695
C 3.55392 1.64180 -6.71057
C 3.81161 2.48538 -5.62389
C 3.43217 2.11588 -4.32671
C 2.32396 1.94578 -1.51040
C 3.45689 2.14649 -0.70385
C 3.57593 3.28820 0.08678
C 2.54782 4.23765 0.08055
C 1.42351 4.05404 -0.71741
C 1.29398 2.90105 -1.50137
H -1.47599 -0.69343 -2.77480
H 0.06032 1.16511 -3.40167
H -2.30349 -2.27392 -3.68344
H -2.83806 -3.59689 -5.67840
H -1.52244 -5.65380 -6.24563
H 0.34823 -6.35384 -4.74213
H 1.05157 -4.89758 -2.84167
H -0.76040 -0.40753 0.24596
H -1.74168 -0.99785 2.44424
H -3.48179 -2.72266 2.54688
H -3.80794 -4.31944 0.60944
H -2.20413 -4.19553 -1.30924
H 1.94166 -0.87303 -5.05742
H 2.67102 -0.21923 -7.33997
H 3.88249 1.92194 -7.71932
H 4.31890 3.44034 -5.79025
H 3.65213 2.79191 -3.49669
H 4.24572 1.38707 -0.68547
H 4.45526 3.41393 0.71782
H 2.62023 5.09366 0.74901
H 0.62286 4.80615 -0.72358
H 0.40859 2.76641 -2.12275
F 0.31136 -1.51528 3.22214
C 1.15474 -2.09209 2.28269
F 2.21452 -2.58896 2.99559
F 0.48334 -3.17225 1.78856



3.
22
Properties=species:S:1:pos:R:3 method="wB97M-V/def2-TZVPD" homo_lumo_gap_ev=3.70 largest_force_ev_per_a=1.71 e_lumo_ev=-2.4006 relative_energy_ev=3.2295
C 1.15355 -3.16786 0.06631
C 1.63448 -2.32632 -0.92529
C 0.12225 -2.74569 0.89326
C 1.08274 -1.07582 -1.10458
C -0.43987 -1.49947 0.72052
C 0.02956 -0.63950 -0.28659
C -2.42800 2.09329 1.42277
C 0.04564 2.52588 -1.36065
O -2.05562 1.23230 0.37512
Si -0.73469 1.02771 -0.52100
Br 4.50756 0.91624 0.39300
H 1.58330 -4.14949 0.20264
H 2.45210 -2.64548 -1.55467
H -0.23808 -3.39275 1.68128
H 1.47402 -0.42269 -1.86871
H -1.23967 -1.17280 1.36887
H -1.80300 1.91060 2.29848
H -3.46806 1.87954 1.66607
H -2.33166 3.13774 1.12488
H 0.56456 3.15000 -0.63326
H 0.78469 2.21973 -2.09484
H -0.69578 3.14485 -1.86360